No. 1
Entry from the OMol25 dataset: a structure of composition C37H33IrN6O5P in a non-equilibrium geometry (the ωB97M-V functional and the def2-TZVPD basis).

Results
E: -2579.9577 a.u.
charge: +1
largest force on an atom: 1.61 eV/A
LUMO level (alpha / beta): -3.1774 / -4.7903 eV
HOMO level (alpha / beta): -8.1 / -9.9 eV
2S+1: 5
energy above the lowest of the compared OMol25 structures with the same formula, charge and spin: 28.8 kcal per mole

Element x y z (Å)
Ir1 -0.296 1.294 0.584
C1 -3.348 3.036 3.099
C2 -2.680 2.521 1.986
N1 -1.405 2.191 2.014
C3 -0.690 2.344 3.163
C4 -1.300 2.829 4.339
C5 -2.662 3.187 4.273
C6 -0.536 2.916 5.522
C7 0.770 2.511 5.509
C8 1.381 2.030 4.345
C9 0.689 1.948 3.146
N2 1.144 1.512 1.913
C10 2.352 0.943 1.542
C11 3.539 0.885 2.261
C12 4.686 0.281 1.734
C13 4.701 -0.246 0.471
C14 3.540 -0.167 -0.327
C15 3.503 -0.605 -1.666
C16 2.356 -0.439 -2.396
C17 1.229 0.104 -1.779
N3 1.215 0.483 -0.513
C18 2.369 0.405 0.216
H1 -4.394 3.296 3.018
H2 -3.196 2.363 1.048
H3 -3.155 3.568 5.158
H4 -0.993 3.286 6.430
H5 1.358 2.557 6.416
H6 2.405 1.717 4.421
H7 3.622 1.320 3.239
H8 5.580 0.248 2.341
H9 5.593 -0.707 0.069
H10 4.383 -1.053 -2.108
H11 2.294 -0.730 -3.434
H12 0.310 0.231 -2.330
C19 2.893 -4.502 -4.534
O1 2.648 -4.552 -3.142
C20 1.385 -4.810 -2.725
C21 1.160 -4.672 -1.349
C22 -0.094 -4.853 -0.824
C23 -1.181 -5.199 -1.664
C24 -0.925 -5.415 -3.025
C25 0.335 -5.199 -3.553
N4 -2.458 -5.327 -1.198
N5 -2.792 -4.918 -0.030
C26 -2.662 -3.700 0.475
C27 -2.691 -3.510 1.880
C28 -2.172 -2.373 2.445
C29 -1.648 -1.315 1.661
O2 -0.960 -0.350 2.159
C30 -1.946 -1.348 0.256
N6 -1.740 -0.213 -0.458
C31 -2.042 -0.210 -1.746
C32 -2.523 -1.325 -2.422
C33 -2.712 -2.497 -1.719
C34 -2.435 -2.531 -0.352
H13 3.899 -4.102 -4.641
H14 2.181 -3.841 -5.037
H15 2.853 -5.493 -4.992
H16 2.006 -4.429 -0.718
H17 -0.262 -4.748 0.240
H18 -1.742 -5.719 -3.667
H19 0.496 -5.354 -4.612
H20 -3.020 -4.337 2.494
H21 -2.086 -2.283 3.520
H22 -1.909 0.731 -2.273
H23 -2.748 -1.262 -3.477
H24 -3.088 -3.385 -2.210
C35 -3.014 3.473 -2.168
O3 -1.637 3.834 -2.053
P1 -0.625 3.220 -0.962
O4 -0.618 4.320 0.221
C36 -0.516 5.727 -0.067
O5 0.674 3.589 -1.839
C37 1.977 3.590 -1.250
H25 -3.471 4.211 -2.822
H26 -3.524 3.489 -1.203
H27 -3.120 2.486 -2.621
H28 -1.386 6.228 0.352
H29 -0.471 5.910 -1.139
H30 0.384 6.113 0.410
H31 2.597 2.844 -1.749
H32 1.942 3.375 -0.178
H33 2.417 4.575 -1.399

Cartesian forces (eV/Å) of the 6 atoms listed first:
-0.25 -0.66 -0.04
-0.01 0.10 0.22
0.12 -0.05 -0.11
-0.51 0.26 0.19
0.13 0.02 0.31
0.07 -0.06 -0.27

=====

No. 2
Entry from the OMol25 dataset: a structure of composition C32H66FN5O36S7 in a non-equilibrium geometry (the ωB97M-V functional and the def2-TZVPD basis).

Results
E: -7128.3778 a.u.
largest force on an atom: 6.06 eV/A
LUMO level: -0.2012 eV
HOMO level: -8.9 eV

Element x y z (Å)
C1 0.018 -0.886 -5.264
C2 1.376 -0.532 -5.878
O1 1.580 0.595 -6.264
N1 2.307 -1.527 -5.994
C3 3.558 -1.418 -6.684
H1 0.177 -1.619 -4.449
H2 -0.523 -1.405 -6.056
H3 -0.405 0.001 -4.833
H4 2.036 -2.430 -5.650
H5 3.873 -0.386 -6.716
H6 3.533 -1.893 -7.660
H7 4.288 -1.944 -6.060
C4 5.197 0.658 3.217
C5 5.300 2.177 3.150
O2 4.918 2.820 2.147
N2 6.023 2.778 4.174
C6 6.501 4.104 4.102
H8 5.008 0.343 4.249
H9 6.117 0.208 2.854
H10 4.364 0.332 2.607
H11 6.456 2.181 4.851
H12 6.695 4.491 5.107
H13 5.815 4.796 3.628
H14 7.461 4.194 3.575
C7 0.581 0.925 1.228
C8 0.536 -0.056 0.144
O3 1.491 -0.663 -0.138
N3 -0.570 -0.141 -0.565
C9 -0.737 -1.038 -1.703
H15 1.558 0.802 1.699
H16 -0.103 0.754 2.062
H17 0.504 1.941 0.836
H18 -1.352 0.419 -0.254
H19 -1.168 -0.474 -2.543
H20 -1.376 -1.869 -1.440
H21 0.244 -1.209 -2.142
C10 -1.298 3.518 -3.706
C11 0.037 2.827 -3.861
O4 0.634 2.857 -4.919
N4 0.444 1.991 -2.843
C12 1.711 1.317 -2.800
H22 -1.645 3.247 -2.696
H23 -1.975 3.215 -4.489
H24 -1.198 4.602 -3.675
H25 -0.153 1.923 -2.037
H26 1.563 0.261 -2.578
H27 2.282 1.728 -1.955
H28 2.293 1.500 -3.688
C13 -1.674 -0.135 6.135
C14 -0.200 -0.309 6.391
O5 0.491 -0.712 5.524
N5 0.270 0.094 7.584
C15 1.572 -0.221 8.005
H29 -1.731 0.152 5.103
H30 -2.141 0.545 6.846
H31 -2.176 -1.095 6.258
H32 -0.348 0.508 8.247
H33 2.051 -0.930 7.340
H34 1.603 -0.674 9.005
H35 2.227 0.659 8.094
C16 -4.104 -1.888 -0.049
C17 -5.065 -2.647 0.911
O6 -4.680 -2.178 2.213
C18 -3.944 -1.045 2.091
O7 -3.550 -0.396 2.937
O8 -3.711 -0.770 0.778
F1 -4.887 -4.073 0.838
H36 -4.550 -1.512 -0.953
H37 -3.276 -2.570 -0.261
H38 -6.114 -2.513 0.581
C19 -4.788 -2.006 -5.127
C20 -3.811 -0.836 -4.994
O9 -2.612 -1.419 -4.438
S1 -2.788 -2.932 -3.989
O10 -3.220 -2.928 -2.664
O11 -1.640 -3.624 -4.365
O12 -3.980 -3.221 -4.990
H39 -5.339 -2.059 -6.064
H40 -5.586 -2.032 -4.369
H41 -4.148 -0.012 -4.375
H42 -3.510 -0.423 -5.957
C21 -4.171 2.812 1.460
C22 -2.651 2.751 1.383
O13 -2.365 2.313 0.042
S2 -3.674 2.104 -0.852
O14 -3.587 0.928 -1.572
O15 -4.027 3.223 -1.577
O16 -4.619 1.938 0.405
H43 -4.600 3.813 1.380
H44 -4.528 2.404 2.408
H45 -2.196 1.984 2.011
H46 -2.241 3.705 1.739
C23 -2.344 -6.432 -3.238
C24 -0.836 -6.491 -3.305
O17 -0.513 -7.037 -1.982
S3 -1.289 -6.064 -0.991
O18 -0.750 -4.788 -0.965
O19 -1.571 -6.735 0.186
O20 -2.590 -5.949 -1.911
H47 -2.785 -7.410 -3.437
H48 -2.714 -5.759 -4.001
H49 -0.342 -5.531 -3.468
H50 -0.413 -7.169 -4.046
C25 2.190 -3.564 -1.734
C26 3.240 -2.552 -2.139
O21 4.469 -3.358 -1.848
S4 4.273 -4.061 -0.468
O22 4.516 -3.176 0.562
O23 4.900 -5.284 -0.524
O24 2.678 -4.232 -0.578
H51 2.158 -4.317 -2.530
H52 1.196 -3.207 -1.513
H53 3.373 -1.660 -1.518
H54 3.156 -2.338 -3.198
C27 -0.291 6.563 0.083
C28 -0.915 5.362 -0.644
O25 0.175 4.400 -0.792
S5 1.526 5.233 -1.016
O26 1.437 5.787 -2.274
O27 2.659 4.569 -0.594
O28 1.124 6.252 0.151
H55 -0.704 6.591 1.095
H56 -0.465 7.531 -0.381
H57 -1.317 5.653 -1.622
H58 -1.729 4.903 -0.112
C29 2.162 4.259 2.956
C30 2.378 5.771 3.152
O29 1.088 6.321 3.165
S6 0.219 5.308 3.985
O30 -1.126 5.439 3.633
O31 0.569 5.364 5.314
O32 0.778 4.039 3.262
H59 2.700 3.850 3.817
H60 2.486 3.783 2.046
H61 3.015 6.247 2.416
H62 2.906 5.921 4.096
C31 -1.378 -3.412 1.991
C32 0.119 -3.676 2.162
O33 0.244 -4.351 3.448
S7 -1.047 -4.130 4.310
O34 -1.139 -2.847 4.829
O35 -1.234 -5.209 5.113
O36 -2.025 -4.161 3.061
H63 -1.769 -3.725 1.032
H64 -1.585 -2.338 2.119
H65 0.603 -2.703 2.265
H66 0.577 -4.265 1.386

Cartesian forces (eV/Å) of the 6 atoms listed first:
1.94 -1.37 0.18
-0.27 0.57 0.00
0.35 0.08 -0.40
-1.13 -0.32 0.55
0.58 -0.42 0.77
-0.23 0.20 -0.34